79
Properties=species:S:1:pos:R:3:forces:R:3 method="wB97M-V/def2-TZVPD" spin_multiplicity=2 gap_ha="0.16408 / 0.14649" mol_weight_da=645.47 total_charge=+2
C 8.314707 -5.121654 0.353450 -0.85 -0.39 3.22
O 7.682460 -3.866023 0.824291 1.83 -1.53 -2.87
C 8.163175 -2.710851 0.022426 0.03 1.29 -0.57
C 7.069831 -1.469238 0.125563 0.21 0.11 0.09
C 7.634703 -0.152267 0.934289 1.19 0.13 -0.31
C 7.022112 1.283542 0.404767 -0.06 0.00 0.73
C 5.593645 1.703676 1.150404 0.12 0.16 -0.85
C 4.551792 2.369635 0.070763 -0.68 -0.45 0.05
C 3.380738 3.324400 0.781452 0.15 -1.59 -0.40
C 2.065744 3.219564 -0.199928 -0.82 -0.51 0.66
C 1.225752 4.615638 -0.380198 0.83 -0.18 -0.23
C -0.288797 4.417183 -1.026660 0.00 0.80 -0.72
C -0.517940 2.972757 -1.766436 0.18 -0.59 -0.47
C -2.045893 2.740480 -2.354340 -0.99 0.86 0.85
C -2.826082 1.460167 -1.612396 -1.30 0.81 0.67
N -4.032844 1.815350 -0.789538 3.98 -6.52 -1.76
C -4.546336 0.541966 -0.177651 -1.94 -0.79 1.61
C -5.898034 0.692980 0.796059 1.66 -3.02 -0.36
C -6.583085 -0.615347 1.554463 1.60 0.02 -1.56
P -8.173478 -0.501204 2.650863 0.47 0.36 -2.81
C -8.893855 1.281372 2.649021 -0.30 1.00 0.11
C -9.434767 -1.648143 1.709074 -0.02 -1.47 -1.03
C -5.928593 -2.131797 1.411024 3.19 2.04 -3.01
C -6.489989 -3.484549 2.147861 -3.38 -3.75 -2.70
O -7.236758 -4.414077 1.531568 5.12 6.23 3.84
N -6.114153 -3.748135 3.593896 1.34 2.55 -0.94
C -5.443903 -2.553469 4.245025 7.20 2.36 0.01
O -4.122747 -2.278104 4.084560 -9.88 -1.92 1.43
F -6.233957 -1.644904 5.155675 2.13 -3.48 -3.37
C -4.610251 -2.271571 0.446500 -2.68 2.05 1.38
C -3.947774 -0.961893 -0.345056 0.33 0.51 -0.11
N -2.763540 -1.243860 -1.225350 -1.95 5.40 0.87
C -2.187993 -0.014417 -1.868548 -3.30 -1.80 1.46
P -0.645381 -0.293085 -3.015852 0.25 0.44 0.78
C -0.981992 0.303706 -4.798695 -0.47 0.64 -0.82
C -0.087215 -2.131246 -2.951077 -1.03 -1.26 1.19
H 7.592001 -6.017390 0.663157 1.51 1.99 -0.33
H 9.370340 -5.311689 0.844941 -2.03 0.50 -1.25
H 8.435047 -5.171495 -0.826657 0.60 3.40 2.98
H 9.235353 -2.366476 0.378185 -2.14 -0.78 -0.59
H 8.246424 -3.017596 -1.127895 -0.19 0.43 2.35
H 6.845610 -1.141811 -0.998779 0.22 -0.74 2.55
H 6.112701 -1.876377 0.680649 1.82 0.73 -1.44
H 7.510571 -0.264227 2.095899 0.09 0.16 -2.27
H 8.811469 -0.129320 0.734851 -2.47 0.03 0.43
H 7.781792 2.160600 0.668448 -1.48 -2.05 -0.81
H 6.895442 1.199939 -0.761908 0.18 0.33 2.27
H 5.818096 2.515287 1.980616 -0.46 -1.96 -1.51
H 5.084154 0.721603 1.598603 1.10 2.31 -0.74
H 5.073417 2.945941 -0.818755 -0.84 -1.06 1.98
H 3.976494 1.455127 -0.437547 1.20 1.96 1.02
H 3.747883 4.418991 0.993065 -0.72 -2.19 -0.49
H 3.111647 2.762008 1.798764 0.60 1.56 -2.05
H 1.324372 2.448019 0.327909 1.62 1.55 -1.14
H 2.370948 2.701640 -1.226518 -0.69 1.43 2.07
H 1.867414 5.312226 -1.102522 -1.46 -1.39 1.62
H 1.188226 5.135040 0.681666 -0.10 -1.02 -2.27
H -0.373377 5.244664 -1.882639 -0.01 -1.80 1.84
H -1.134096 4.688988 -0.250127 1.72 -0.87 -1.44
H 0.209468 2.960265 -2.713236 -1.41 -0.24 2.26
H -0.304150 2.030646 -1.066414 -0.12 2.30 -1.55
H -2.090712 2.666906 -3.534127 0.13 -0.22 2.54
H -2.644479 3.736942 -2.083806 0.98 -2.40 -0.54
H -6.395297 1.746143 0.933532 1.19 -2.32 -0.33
H -8.744406 1.716708 3.737748 -0.27 -0.85 -2.34
H -8.359294 1.985042 1.858556 -1.12 -1.57 1.74
H -10.054820 1.261094 2.406142 2.53 -0.16 0.52
H -10.017550 -2.366747 2.437446 1.13 1.76 -1.33
H -8.812612 -2.364293 0.984201 -1.26 1.63 1.68
H -10.160658 -1.033435 1.015354 1.47 -0.99 1.65
H -5.347539 -4.480191 3.542861 -1.16 0.91 0.30
H -4.100949 -3.336537 0.268469 -1.27 2.69 0.43
H -0.312681 -0.313948 -5.544660 -1.49 1.08 1.58
H -0.615111 1.420214 -4.860673 -0.71 -2.25 0.19
H -2.117229 0.283873 -5.089708 2.29 -0.17 0.37
H 0.511849 -2.261430 -1.931073 -1.25 0.44 -2.26
H -1.054288 -2.821201 -2.838909 2.26 1.26 -0.53
H 0.609889 -2.455741 -3.834832 -1.57 0.88 1.59
Ag 8.239342 -6.274582 -1.831544 -0.53 -2.82 -2.77


65
Properties=species:S:1:pos:R:3:forces:R:3 method="wB97M-V/def2-TZVPD" relative_energy_ev=0.000 spin_multiplicity=2 gap_ha="0.26128 / 0.25598" mol_weight_da=855.09 total_charge=0
Co 0.839028 -0.079502 -0.487057 -0.09 0.01 0.56
Br -2.467191 3.361071 -1.956885 0.01 -0.01 0.01
C -0.717151 3.542280 -1.271326 0.03 0.02 0.02
C -0.130453 4.817390 -1.225052 0.07 0.04 0.02
C 1.142261 4.996224 -0.759116 -0.01 -0.08 0.01
Br 1.884751 6.737426 -0.724719 0.00 0.02 0.00
C 1.907425 3.888100 -0.311829 -0.12 0.06 -0.05
C 3.232478 3.935964 0.168308 0.06 -0.02 0.03
C 3.858180 2.783795 0.557597 -0.05 0.00 -0.01
C 3.170987 1.561551 0.474003 -0.06 0.05 0.02
N 1.934654 1.485420 0.036926 0.00 0.09 -0.27
C 1.296413 2.623253 -0.362522 -0.07 0.01 0.01
C -0.040144 2.413635 -0.846430 0.15 0.11 0.08
O -0.509036 1.208446 -0.842717 -0.17 -0.13 -0.02
H -0.704613 5.665197 -1.571820 0.02 0.02 0.00
H 3.743522 4.887584 0.218427 0.01 0.00 0.00
H 4.875109 2.796144 0.921679 0.01 0.00 0.00
H 3.644800 0.633751 0.767308 0.02 -0.02 -0.01
C 1.335231 -1.607497 2.267193 -0.04 0.02 0.07
C 2.334381 -1.940201 1.204267 0.07 -0.01 -0.05
C 3.384127 -2.851851 1.447818 0.00 0.03 -0.07
C 4.277909 -3.144684 0.458722 -0.04 0.02 0.02
C 4.150592 -2.540066 -0.812909 0.07 -0.02 -0.05
C 5.008804 -2.751226 -1.914213 -0.04 0.04 -0.04
Br 6.493979 -3.919186 -1.760292 0.01 0.00 -0.01
C 4.772996 -2.111114 -3.104024 0.05 -0.06 0.06
C 3.689124 -1.243527 -3.263825 -0.02 0.00 0.04
Br 3.415823 -0.411947 -4.935130 -0.01 0.01 0.01
C 2.787089 -0.969923 -2.231711 0.10 -0.04 -0.01
O 1.770124 -0.201085 -2.312207 -0.03 -0.11 -0.14
C 3.071935 -1.651299 -0.987157 -0.02 0.04 -0.10
N 2.203148 -1.369575 0.024787 0.01 -0.21 0.12
H 1.775617 -1.703855 3.258633 -0.01 0.00 0.01
H 0.482370 -2.287940 2.212813 -0.01 0.00 0.00
H 0.967508 -0.586321 2.147051 0.00 -0.01 0.00
H 3.467958 -3.307978 2.424443 0.00 0.00 0.01
H 5.087632 -3.839498 0.635535 0.01 0.00 0.00
H 5.432917 -2.277183 -3.944440 0.01 -0.01 0.00
C -5.086201 -0.501101 3.414049 0.00 -0.03 0.01
C -5.517561 -0.219334 1.982263 -0.04 -0.03 -0.01
N -4.424059 -0.353569 1.022010 0.02 -0.04 0.04
C -3.830878 0.872903 0.494486 -0.05 0.06 -0.08
C -3.033963 1.652261 1.530203 -0.01 0.00 -0.02
C -4.096852 -1.610997 0.640561 0.06 0.05 0.03
O -4.680955 -2.604346 1.046019 -0.06 -0.04 -0.06
C -2.940230 -1.758056 -0.307565 0.10 -0.01 0.06
C -3.101321 -2.335074 -1.559052 0.01 -0.05 0.02
C -2.005158 -2.435529 -2.397805 0.02 0.01 0.04
C -0.783108 -1.949005 -1.965439 0.00 -0.14 0.00
N -0.619694 -1.428649 -0.746891 0.09 0.27 -0.33
C -1.674613 -1.342783 0.062834 -0.08 -0.03 -0.05
H -5.945203 -0.452246 4.083415 -0.02 0.02 0.01
H -4.343605 0.218658 3.757791 0.01 0.01 -0.01
H -4.662856 -1.502184 3.482495 -0.01 -0.01 0.00
H -5.909607 0.794090 1.881731 0.01 -0.01 0.02
H -6.305516 -0.916806 1.694883 0.02 0.02 0.01
H -4.646157 1.495799 0.112648 0.04 0.00 0.00
H -3.197205 0.638912 -0.358311 -0.01 0.02 0.04
H -3.671615 2.025751 2.331896 -0.02 0.00 0.02
H -2.551603 2.504180 1.053286 0.00 0.04 -0.02
H -2.256942 1.030230 1.976525 0.02 -0.01 0.01
H -4.076475 -2.687665 -1.868084 -0.02 0.00 0.01
H -2.093767 -2.853960 -3.389525 0.00 -0.01 -0.01
H 0.090373 -1.938524 -2.604074 0.00 0.02 -0.01
H -1.505494 -0.884714 1.029510 -0.01 0.02 0.00